[1]
151
Properties=species:S:1:pos:R:3 method="wB97M-V/def2-TZVPD" homo_energy_ev=-16.176 total_charge=+4 fmax_ev_per_a=1.918 relative_energy_kj_mol=0.00 energy_ha=-4621.16479
C 2.13639 0.85659 6.46910
C 2.57702 -0.08967 5.35070
C 1.40340 -0.83843 4.71419
C 0.61692 -1.62239 5.74238
N -0.24278 -2.72499 5.16817
C 0.52886 -3.83885 4.55529
C 0.97986 -4.65712 5.77393
C -0.22198 -4.61154 6.71653
C -1.03609 -3.39316 6.27196
C -1.19812 -2.15102 4.16696
H 2.84703 1.66860 6.60233
H 2.09103 0.30169 7.41009
H 1.14372 1.29179 6.33570
H 3.34605 -0.77338 5.71248
H 3.05599 0.50094 4.56446
H 1.76606 -1.50095 3.92138
H 0.80989 -0.10160 4.16555
H -0.08350 -0.95119 6.23567
H 1.28441 -2.11508 6.44567
H -0.06978 -4.45643 3.88925
H 1.37522 -3.44819 4.00124
H 1.30434 -5.66485 5.53303
H 1.84706 -4.13515 6.18235
H -0.85587 -5.49326 6.62312
H 0.09012 -4.59641 7.75855
H -2.02223 -3.65843 5.90054
H -1.20738 -2.69058 7.08757
H -0.61171 -1.76204 3.33822
H -1.79847 -1.39082 4.66342
H -1.84462 -2.96061 3.84181
C -2.85891 8.45141 -2.79337
C -3.30415 7.58271 -1.62882
C -4.23691 6.46389 -2.03455
C -4.57979 5.55504 -0.87899
N -5.42118 4.33942 -1.23361
C -6.63916 4.72406 -2.04836
C -7.63156 3.62441 -1.74299
C -7.46915 3.38549 -0.25691
C -5.98120 3.69151 0.02778
C -4.55718 3.35708 -1.95166
H -2.60529 7.83839 -3.66521
H -2.02660 9.09715 -2.53015
H -3.67162 9.08621 -3.15215
H -3.79622 8.24818 -0.91007
H -2.43438 7.18898 -1.09298
H -3.78184 5.88199 -2.84960
H -5.16220 6.81309 -2.49992
H -5.14313 6.09977 -0.11747
H -3.70898 5.15706 -0.35173
H -6.35902 4.74351 -3.10140
H -6.97247 5.72823 -1.79385
H -7.34862 2.76528 -2.36315
H -8.64904 3.80471 -2.08619
H -7.78533 2.39441 0.06324
H -8.04655 4.07571 0.35836
H -5.39890 2.81314 0.29202
H -5.88773 4.43921 0.80959
H -5.14017 2.48253 -2.22457
H -3.74211 3.06911 -1.29070
H -4.12774 3.85609 -2.81468
C -0.00110 5.33230 -1.90443
C 1.16353 4.71284 -2.66604
C 1.40581 3.21920 -2.39806
C 1.77427 2.97889 -0.96413
N 2.36695 1.60453 -0.68386
C 2.35961 1.37192 0.79835
C 3.79568 1.15147 1.25497
C 4.60616 1.87282 0.20058
C 3.84875 1.62845 -1.07831
C 1.67207 0.51386 -1.44156
H -0.98095 4.98196 -2.24726
H 0.00848 6.41383 -2.01600
H 0.07584 5.05808 -0.84899
H 2.06427 5.28421 -2.41035
H 1.09784 4.86818 -3.74438
H 2.19389 2.92774 -3.09509
H 0.47764 2.71019 -2.66751
H 0.87841 2.98561 -0.33862
H 2.44720 3.72209 -0.53782
H 1.69762 0.56775 1.13499
H 1.96158 2.23028 1.34603
H 4.00118 0.07518 1.27077
H 3.99123 1.49712 2.26689
H 5.64693 1.56181 0.10662
H 4.66280 2.94110 0.42813
H 4.03724 0.64177 -1.49557
H 4.01462 2.40799 -1.81617
H 2.13236 -0.40629 -1.08577
H 1.92035 0.64331 -2.49103
H 0.61096 0.57542 -1.22865
C -1.93844 -0.76753 -3.94655
C -2.68552 0.19713 -2.98896
C -2.65031 -0.37623 -1.56601
C -3.27086 -1.76337 -1.52873
N -3.69913 -2.22154 -0.14817
C -4.45137 -3.54358 -0.24998
C -5.86424 -3.28358 0.24620
C -5.68171 -2.12389 1.21887
C -4.61823 -1.25678 0.56914
C -2.46290 -2.46660 0.67628
H -2.06419 -0.47717 -4.98740
H -2.30722 -1.78406 -3.82106
H -0.86273 -0.77007 -3.75663
H -3.68367 0.34385 -3.39994
H -2.08383 1.10785 -3.03655
H -3.21036 0.28536 -0.89514
H -1.61664 -0.35769 -1.21717
H -2.55029 -2.52719 -1.80725
H -4.17160 -1.78204 -2.14172
H -3.90610 -4.30720 0.30288
H -4.39713 -3.91015 -1.27536
H -6.29906 -4.14614 0.74166
H -6.48191 -2.98373 -0.60010
H -5.36757 -2.44785 2.21383
H -6.62516 -1.60233 1.37835
H -4.05907 -0.62433 1.25155
H -5.06090 -0.63204 -0.20993
H -2.76916 -2.92294 1.61420
H -1.88161 -1.56176 0.80527
H -1.88520 -3.23568 0.16529
C 6.48440 -5.57228 -5.89498
C 6.22786 -4.28665 -5.10635
C 5.95077 -4.56261 -3.63363
C 5.52591 -3.31056 -2.89998
N 5.47550 -3.45105 -1.39128
C 5.29438 -2.07823 -0.74764
C 6.27991 -1.96478 0.40791
C 6.80101 -3.38828 0.60003
C 6.80051 -3.90039 -0.81636
C 4.39913 -4.38322 -0.95191
H 6.57093 -5.31906 -6.95120
H 5.64755 -6.27475 -5.83732
H 7.37216 -6.11269 -5.57133
H 5.43233 -3.72118 -5.59427
H 7.14896 -3.70065 -5.19079
H 6.84595 -4.99634 -3.18879
H 5.14768 -5.30193 -3.56679
H 4.51017 -3.00160 -3.16069
H 6.17801 -2.46096 -3.10578
H 4.24722 -2.00241 -0.43577
H 5.38592 -1.28534 -1.48984
H 5.80796 -1.56730 1.30721
H 7.10488 -1.28179 0.20261
H 6.20166 -3.97255 1.29914
H 7.79606 -3.41248 1.04393
H 6.93233 -4.97075 -0.94380
H 7.56918 -3.38419 -1.39418
H 3.42013 -4.00841 -1.22817
H 4.49751 -4.44664 0.12808
H 4.64729 -5.36192 -1.35164
Br 1.42787 -2.40267 0.92947

=====

[2]
159
Properties=species:S:1:pos:R:3 method="wB97M-V/def2-TZVPD" homo_energy_ev=-14.807 total_charge=+4 fmax_ev_per_a=7.361 relative_energy_kj_mol=445.52 energy_ha=-3398.84907
C 4.76995 -8.77008 2.54246
C 3.30697 -8.76415 2.09169
C 2.64737 -7.39704 2.49359
N 1.24165 -7.11492 1.88874
C 0.73350 -5.97700 2.88249
C -0.70819 -5.56625 2.59732
C -1.63744 -6.76289 2.55160
C -1.11582 -7.84724 1.63786
C 0.28847 -8.33200 2.01582
C 1.45578 -6.58190 0.47613
H 4.73820 -8.52837 3.60485
H 5.41499 -8.09550 1.97948
H 5.25292 -9.74587 2.49066
H 2.82322 -9.60381 2.59074
H 3.25719 -8.97160 1.02277
H 3.40348 -6.70337 2.12586
H 2.66515 -7.15072 3.55525
H 0.80145 -6.43084 3.87119
H 1.46224 -5.16674 2.90524
H -1.13772 -4.84291 3.29041
H -0.55701 -4.98115 1.69019
H -1.80443 -7.23249 3.52097
H -2.65470 -6.52292 2.24226
H -1.75500 -8.72306 1.74949
H -1.23825 -7.49058 0.61516
H 0.32622 -8.67241 3.05061
H 0.60982 -9.22119 1.47345
H 2.12470 -7.27406 -0.03530
H 1.85704 -5.57029 0.53732
H 0.44632 -6.57259 0.06503
C -0.08321 6.56467 -3.87264
C 1.12751 7.37897 -3.38217
C 2.43835 6.90462 -4.09808
N 3.65962 7.54351 -3.42848
C 3.83863 7.20374 -1.88595
C 4.23814 5.74157 -1.62979
C 5.65005 5.47133 -2.27186
C 5.39981 5.69372 -3.71176
C 4.96400 7.13426 -4.14913
C 3.59251 9.09276 -3.58361
H -0.97909 6.96036 -3.39420
H -0.00317 5.48749 -3.72634
H -0.21216 6.61343 -4.95389
H 1.09927 7.16828 -2.31309
H 0.95994 8.43169 -3.60978
H 2.51959 7.20869 -5.14165
H 2.62657 5.83472 -4.00862
H 2.93374 7.47473 -1.34203
H 4.69902 7.81500 -1.61359
H 3.47335 5.05218 -1.98748
H 4.20360 5.59329 -0.55047
H 6.04505 4.49064 -2.00664
H 6.30905 6.23814 -1.86465
H 4.59184 5.02680 -4.01258
H 6.27660 5.37299 -4.27432
H 4.78395 7.23128 -5.21977
H 5.69777 7.84329 -3.76576
H 3.49562 9.32432 -4.64431
H 4.49603 9.50138 -3.13108
H 2.77587 9.47385 -2.97045
C -7.96951 -6.64642 -0.53499
C -8.13008 -5.37553 -1.36907
C -6.83884 -4.50498 -1.43053
N -6.90427 -3.29524 -2.39285
C -8.15499 -2.41972 -1.99580
C -8.27469 -1.15118 -2.78989
C -7.02764 -0.21963 -2.74622
C -5.78093 -1.04346 -3.17402
C -5.60089 -2.36666 -2.35243
C -7.07429 -3.80169 -3.82074
H -9.01200 -6.87503 -0.31357
H -7.45200 -6.43695 0.40118
H -7.42516 -7.43923 -1.04808
H -8.88111 -4.83611 -0.79195
H -8.50405 -5.68857 -2.34388
H -6.00476 -5.07783 -1.83582
H -6.59970 -4.03058 -0.47877
H -8.03512 -2.40811 -0.91247
H -9.01005 -3.04405 -2.25498
H -9.18118 -0.68850 -2.39963
H -8.63402 -1.43740 -3.77834
H -6.88351 0.15562 -1.73306
H -7.23063 0.56614 -3.47386
H -4.94677 -0.34977 -3.06878
H -5.72988 -1.30321 -4.23139
H -5.57918 -2.23642 -1.27046
H -4.68422 -2.82780 -2.72010
H -8.00640 -4.36583 -3.78868
H -6.15096 -4.35357 -3.99677
H -7.22010 -3.04841 -4.59496
C -3.06009 5.33955 2.95363
C -2.83723 5.40917 4.48487
C -4.18678 5.45183 5.31310
N -4.01911 5.85778 6.83375
C -5.23711 5.44233 7.63957
C -6.51811 6.23453 7.11527
C -6.27491 7.81916 7.20925
C -4.98484 8.26397 6.57149
C -3.74818 7.39290 7.02733
C -2.89971 5.09730 7.49974
H -3.78283 4.60625 2.59584
H -2.12834 5.28736 2.39042
H -3.60897 6.24838 2.70694
H -2.35253 6.35846 4.71292
H -2.28922 4.56570 4.90479
H -4.70005 4.49424 5.22554
H -4.85318 6.20298 4.88906
H -5.31158 4.37285 7.44269
H -5.05641 5.60049 8.70278
H -6.62563 5.89037 6.08664
H -7.41005 5.91641 7.65505
H -7.11333 8.28506 6.69148
H -6.24996 8.22547 8.22040
H -5.03181 8.18736 5.48520
H -4.95004 9.32504 6.81848
H -2.81396 7.71379 6.56650
H -3.60746 7.53296 8.09909
H -1.96661 5.57900 7.20752
H -2.91506 4.08312 7.10062
H -2.96189 5.05047 8.58695
C 7.31331 -3.12028 1.07707
C 7.52078 -2.89675 -0.43637
C 6.31384 -3.23805 -1.36915
N 6.60282 -3.00842 -2.87713
C 5.29073 -3.16949 -3.64011
C 5.45670 -2.80767 -5.09768
C 5.95310 -1.31440 -5.29463
C 7.26109 -1.16370 -4.51847
C 7.02716 -1.57999 -3.04456
C 7.77364 -4.00337 -3.28621
H 7.93055 -2.44258 1.66684
H 7.61377 -4.15921 1.21289
H 6.27824 -2.97873 1.38799
H 8.43876 -3.38241 -0.76734
H 7.78606 -1.84044 -0.48056
H 5.49108 -2.57134 -1.11095
H 6.19396 -4.32133 -1.35422
H 4.36433 -2.79291 -3.20643
H 5.05851 -4.23348 -3.68587
H 4.52326 -3.03052 -5.61454
H 6.16677 -3.50339 -5.54475
H 5.16660 -0.64024 -4.95546
H 6.06385 -1.04323 -6.34454
H 7.54658 -0.11348 -4.57865
H 8.05815 -1.76580 -4.95467
H 6.27030 -1.00486 -2.51118
H 7.96113 -1.36464 -2.52550
H 8.72678 -3.72225 -2.83832
H 7.89950 -3.78380 -4.34642
H 7.30312 -4.98453 -3.22267
N 1.48772 -0.36385 -0.40459
S 1.17929 0.39942 0.87219
O 0.08279 -0.07766 1.70219
O 1.55307 1.79027 0.82192
F 2.46250 -0.11249 1.70651
S 0.41920 0.62141 -1.34169
O 1.08661 1.63352 -2.17546
O -0.88021 0.99809 -0.86403
F 0.03979 -0.44881 -2.53094

=====

[3]
164
Properties=species:S:1:pos:R:3 method="wB97M-V/def2-TZVPD" homo_energy_ev=-8.035 fmax_ev_per_a=1.268 smiles="CCOCCO[C@H]1C[C@H](N=C(C)C)S(=O)(=O)O[C@H]1CC(=O)F.CCOCC.CCOCC.CCOCC.CCOCC.CCOCC.CCOCC.CCOCC.CCOCC" relative_energy_kj_mol=0.00 energy_ha=-3381.71106
C -3.83821 1.02814 0.26836
C -4.14039 1.88324 -0.95691
O -2.98738 1.96113 -1.78606
C -2.83740 3.16871 -2.50446
C -2.48905 4.38248 -1.67164
O -1.21535 4.28448 -1.05923
C -1.16431 3.57074 0.16365
C -0.30046 2.33645 0.00156
C 1.17667 2.67190 -0.28313
N 2.05313 1.58769 -0.08813
C 2.32246 0.52713 -0.72607
C 1.70634 -0.80382 -0.37141
C 3.31632 0.47031 -1.85388
S 1.87287 4.07374 0.64606
O 2.82306 4.75918 -0.17109
O 2.26018 3.62313 1.94945
O 0.64354 5.07662 0.81967
C -0.57150 4.44531 1.25184
C -1.52581 5.51794 1.79133
C -2.12243 5.05119 3.08865
O -2.82073 4.12006 3.24014
F -1.77601 5.82970 4.13312
H -4.64998 0.33608 0.48407
H -3.63160 1.62641 1.15739
H -2.93561 0.44989 0.06057
H -4.95510 1.42694 -1.53036
H -4.48120 2.88010 -0.66302
H -2.00580 2.99936 -3.19387
H -3.71577 3.38654 -3.12778
H -3.26249 4.60120 -0.92461
H -2.46465 5.24786 -2.33815
H -2.17063 3.30941 0.50802
H -0.65661 1.79599 -0.87898
H -0.39362 1.64649 0.84186
H 1.24787 3.00845 -1.32512
H 0.91539 -0.66252 0.36280
H 2.45378 -1.50059 0.01128
H 1.25878 -1.21902 -1.27885
H 4.01716 -0.35166 -1.68685
H 3.88758 1.38543 -1.93328
H 2.79537 0.23490 -2.78709
H -0.30698 3.76350 2.06876
H -0.99663 6.45511 1.94168
H -2.36508 5.66928 1.11034
C 8.99432 1.92743 -1.06684
C 7.72463 1.81648 -1.89385
O 6.58854 1.40401 -1.15774
C 6.19744 2.24782 -0.08166
C 5.83511 3.66255 -0.49077
H 9.21727 0.97709 -0.57825
H 9.83416 2.19412 -1.70942
H 8.91253 2.69122 -0.29306
H 7.85341 1.05253 -2.66260
H 7.52620 2.75972 -2.41542
H 6.96990 2.25363 0.69564
H 5.31956 1.76480 0.35222
H 6.68333 4.20112 -0.91770
H 5.48781 4.21788 0.37888
H 5.03275 3.65761 -1.22831
C -5.66693 6.96852 -6.46544
C -4.46123 6.13176 -6.07677
O -4.75851 5.00307 -5.27096
C -5.63307 4.04237 -5.83926
C -5.12739 3.43083 -7.13471
H -6.19850 7.31352 -5.57728
H -5.34250 7.83759 -7.03811
H -6.37268 6.40952 -7.08133
H -3.78034 6.73715 -5.47626
H -3.90332 5.82133 -6.96720
H -6.63268 4.46916 -5.98028
H -5.72858 3.26572 -5.07906
H -5.02740 4.17127 -7.92865
H -5.82525 2.66598 -7.47773
H -4.14938 2.97099 -6.98805
C 9.97427 -3.29436 0.01641
C 8.91065 -3.79900 -0.94428
O 7.65408 -4.04717 -0.33761
C 7.03577 -2.92638 0.27087
C 6.76079 -1.77386 -0.67810
H 10.11349 -4.00379 0.83253
H 10.92557 -3.16806 -0.50126
H 9.70424 -2.33064 0.45153
H 9.21774 -4.75724 -1.36358
H 8.79985 -3.10759 -1.78752
H 7.62721 -2.57889 1.12630
H 6.09490 -3.30019 0.67685
H 7.67633 -1.35393 -1.09495
H 6.24601 -0.96644 -0.15932
H 6.13918 -2.10765 -1.51190
C -9.60243 -1.50716 1.22445
C -8.42144 -2.43748 1.01411
O -7.15626 -1.80307 1.09335
C -6.85575 -1.16994 2.32336
C -6.85209 -2.09911 3.52497
H -9.57925 -0.68739 0.50512
H -10.53907 -2.05054 1.09982
H -9.60843 -1.07204 2.22506
H -8.45888 -2.86132 0.01043
H -8.47217 -3.28025 1.71341
H -7.53198 -0.32435 2.49621
H -5.85902 -0.74979 2.18699
H -7.83564 -2.53217 3.71167
H -6.55691 -1.54822 4.41850
H -6.14909 -2.91881 3.37132
C 7.54098 -5.04741 6.18754
C 8.96695 -5.17914 5.68150
O 9.07192 -5.31701 4.27653
C 8.54876 -4.25168 3.50340
C 9.21281 -2.91142 3.77338
H 6.94775 -5.90176 5.86475
H 7.53025 -5.00382 7.27723
H 7.05365 -4.14505 5.81617
H 9.41969 -6.08550 6.08588
H 9.57626 -4.33979 6.03649
H 7.46207 -4.18279 3.63262
H 8.71511 -4.53552 2.46489
H 9.05973 -2.57521 4.79966
H 8.80183 -2.14756 3.11200
H 10.28835 -2.97946 3.60201
C -15.57101 -0.34471 2.43790
C -14.37912 -1.26013 2.21712
O -13.12342 -0.61148 2.30588
C -12.82358 0.00576 3.54413
C -12.80092 -0.94710 4.72703
H -15.55307 0.48341 1.72832
H -16.49743 -0.90287 2.29911
H -15.58530 0.07547 3.44431
H -14.41126 -1.66785 1.20657
H -14.42215 -2.11362 2.90381
H -13.50949 0.83872 3.73754
H -11.83339 0.44094 3.40536
H -13.77740 -1.39622 4.91213
H -12.50726 -0.41043 5.62971
H -12.08780 -1.75436 4.55337
C 6.74037 -8.40549 4.65953
C 6.23858 -8.70139 6.06328
O 4.92573 -9.23293 6.10778
C 4.72770 -10.45992 5.43031
C 5.58338 -11.60428 5.94647
H 6.06341 -7.71885 4.14856
H 7.73102 -7.95017 4.69471
H 6.81389 -9.31021 4.05470
H 6.18713 -7.77795 6.63950
H 6.93645 -9.35932 6.59454
H 4.87270 -10.33370 4.35106
H 3.67344 -10.69373 5.57992
H 6.64830 -11.41826 5.80209
H 5.33301 -12.52297 5.41491
H 5.41096 -11.75961 7.01230
C -0.21749 4.94923 -5.88367
C -1.37628 4.20785 -6.52848
O -1.65483 4.60392 -7.86029
C -0.60683 4.42610 -8.79665
C -0.14792 2.98657 -8.95139
H -0.39658 6.02535 -5.90126
H -0.10409 4.63240 -4.84572
H 0.72886 4.75992 -6.39219
H -2.29312 4.41613 -5.97556
H -1.21468 3.12427 -6.47227
H 0.24322 5.07335 -8.55180
H -1.01307 4.78592 -9.74216
H 0.28048 2.59096 -8.02972
H 0.61713 2.92300 -9.72577
H -0.98501 2.34689 -9.23449